No. 1
{"formula": "C39H28AsBrN3OSSeZr", "method": "ωB97M-V with the def2-TZVPD basis set", "lumo_energy_ev": -3.77, "orbital_gap_ev": 6.699, "e_tot_ha": -9398.7971, "total_charge": 1, "homo_energy_ev": -10.47, "elements": ["Zr", "Br", "C", "C", "C", "C", "C", "C", "N", "N", "C", "C", "C", "C", "O", "C", "N", "C", "C", "C", "C", "H", "H", "H", "H", "H", "H", "H", "H", "H", "S", "C", "C", "C", "C", "C", "C", "As", "C", "C", "C", "C", "C", "C", "C", "C", "C", "C", "C", "C", "H", "H", "H", "H", "H", "H", "H", "H", "H", "H", "H", "H", "H", "H", "Se", "C", "C", "C", "C", "C", "C", "H", "H", "H", "H", "H"], "positions_angstrom": [[0.651, 0.038, 0.133], [-3.945, 5.218, -0.541], [-3.150, 5.200, 1.171], [-2.475, 6.321, 1.626], [-1.868, 6.285, 2.872], [-1.899, 5.122, 3.627], [-2.639, 4.023, 3.194], [-3.265, 4.064, 1.961], [-1.196, 5.172, 4.881], [-0.484, 4.243, 5.283], [-0.241, 3.093, 4.450], [-0.595, 1.857, 4.915], [-0.424, 0.704, 4.123], [0.143, 0.804, 2.882], [0.351, -0.256, 2.072], [0.518, 2.082, 2.388], [0.944, 2.153, 1.087], [1.306, 3.322, 0.600], [1.343, 4.489, 1.376], [0.897, 4.442, 2.669], [0.397, 3.229, 3.190], [-2.435, 7.215, 1.020], [-1.351, 7.153, 3.260], [-2.734, 3.142, 3.811], [-3.836, 3.215, 1.612], [-1.058, 1.776, 5.890], [-0.731, -0.265, 4.492], [1.583, 3.353, -0.447], [1.705, 5.405, 0.934], [0.928, 5.323, 3.295], [0.725, -1.645, -1.736], [2.192, -1.575, -2.736], [2.416, -2.638, -3.612], [3.542, -2.656, -4.417], [4.469, -1.624, -4.362], [4.261, -0.562, -3.498], [3.130, -0.539, -2.690], [2.764, 0.912, -1.489], [3.314, 0.098, 0.235], [3.256, -1.291, 0.408], [3.413, -1.861, 1.668], [3.647, -1.053, 2.769], [3.756, 0.324, 2.607], [3.579, 0.895, 1.359], [4.182, 2.192, -1.753], [3.925, 3.271, -2.596], [4.914, 4.215, -2.834], [6.153, 4.088, -2.223], [6.409, 3.011, -1.385], [5.427, 2.061, -1.146], [1.697, -3.444, -3.660], [3.696, -3.485, -5.095], [5.350, -1.646, -4.990], [4.979, 0.248, -3.459], [3.150, -1.933, -0.456], [3.365, -2.936, 1.775], [3.760, -1.492, 3.751], [3.975, 0.957, 3.457], [3.672, 1.969, 1.249], [2.961, 3.377, -3.081], [4.714, 5.048, -3.495], [6.922, 4.826, -2.403], [7.379, 2.907, -0.917], [5.646, 1.215, -0.507], [-1.456, 1.257, -0.696], [-2.478, -0.372, -0.615], [-3.739, -0.412, -1.198], [-4.529, -1.544, -1.062], [-4.077, -2.646, -0.349], [-2.814, -2.622, 0.222], [-2.027, -1.490, 0.075], [-4.108, 0.444, -1.746], [-5.512, -1.562, -1.513], [-4.706, -3.519, -0.244], [-2.439, -3.475, 0.771], [-1.056, -1.538, 0.583]], "atomic_forces_ev_per_a": [[-0.5, 0.5, -0.4], [0.0, 0.0, 0.0], [0.0, 0.0, 0.0], [0.0, 0.0, 0.0], [0.0, 0.0, 0.0], [0.0, -0.1, 0.1], [0.0, 0.1, 0.0], [0.0, 0.0, 0.0], [-0.1, 0.0, 0.1], [0.1, 0.0, -0.1], [0.0, 0.1, 0.2], [0.0, 0.0, -0.1], [0.2, 0.0, 0.1], [-0.1, 0.1, 0.0], [0.0, 0.0, 0.0], [-0.1, 0.0, 0.0], [0.2, -0.2, 0.0], [-0.1, 0.1, 0.0], [0.0, 0.0, 0.0], [0.0, 0.0, 0.0], [0.0, 0.0, 0.0], [0.0, 0.0, 0.0], [0.0, 0.0, 0.0], [0.0, 0.0, 0.0], [0.0, 0.0, 0.0], [0.0, 0.0, 0.0], [0.0, 0.0, 0.0], [0.0, 0.0, 0.0], [0.0, 0.0, 0.0], [-0.1, 0.0, 0.0], [0.2, 0.1, 0.1], [0.0, -0.1, 0.0], [0.0, 0.0, 0.0], [0.0, 0.0, 0.0], [0.0, 0.0, 0.0], [0.0, 0.0, 0.0], [-0.1, 0.0, 0.0], [0.5, -0.4, 0.2], [-0.1, -0.1, 0.0], [0.3, -0.1, -0.1], [0.0, 0.0, 0.0], [0.0, 0.0, 0.0], [0.0, 0.0, 0.0], [0.0, 0.1, 0.0], [-0.2, 0.2, 0.0], [0.0, 0.0, 0.0], [0.0, 0.0, 0.0], [0.0, 0.0, 0.0], [0.0, 0.0, 0.0], [0.0, -0.1, -0.1], [0.0, 0.0, 0.0], [0.0, 0.0, 0.0], [0.0, 0.0, 0.0], [0.0, 0.0, 0.0], [-0.1, 0.0, 0.0], [0.0, 0.0, 0.0], [0.0, 0.0, 0.0], [0.0, 0.0, 0.0], [-0.1, 0.0, 0.0], [0.0, 0.0, 0.0], [0.0, 0.0, 0.0], [0.0, 0.0, 0.0], [0.0, 0.0, 0.0], [0.0, 0.0, 0.0], [0.0, 0.0, 0.2], [-0.1, 0.0, 0.0], [0.0, 0.0, 0.0], [0.0, 0.0, 0.0], [0.0, 0.0, 0.0], [-0.1, 0.0, -0.2], [0.1, -0.1, 0.2], [0.0, 0.0, 0.0], [0.0, 0.0, 0.0], [0.0, 0.0, 0.0], [0.0, 0.0, 0.0], [-0.2, 0.0, 0.1]], "mulliken_charge": [0.268, -0.145, -0.041, -0.560, -0.248, 0.139, -0.175, -0.431, -0.347, -0.559, -0.324, -0.642, -0.790, 1.086, -0.915, 0.957, 1.216, -0.737, -1.463, -0.598, 0.206, 0.449, 0.484, 0.529, 0.534, 0.465, 0.528, 0.697, 0.512, 0.704, -0.274, 0.618, -0.727, -0.686, -0.748, -0.561, 0.099, 1.082, -1.030, 0.554, -0.781, -0.512, -0.904, 0.029, -0.022, -0.505, -0.807, -0.493, -0.768, 0.042, 0.482, 0.381, 0.416, 0.410, 0.480, 0.494, 0.456, 0.432, 0.628, 0.479, 0.437, 0.415, 0.426, 0.472, -0.057, 0.830, -0.768, -0.553, -0.507, -1.291, 0.205, 0.454, 0.399, 0.397, 0.414, 0.663]}

---

No. 2
{"formula": "C39H28BF3O17", "method": "ωB97M-V with the def2-TZVPD basis set", "lumo_energy_ev": -2.07, "orbital_gap_ev": 7.993, "e_tot_ha": -3106.4147, "smiles": "COB(O)OC(=O)OC(F)(F)F.O=C1C=CC(=O)C=C1.O=C1C=CC(=O)C=C1.O=C1C=CC(=O)C=C1.O=C1C=CC(=O)C=C1.O=C1C=CC(=O)C=C1.O=C1C=CC(=O)C=C1", "total_charge": 0, "homo_energy_ev": -10.06, "elements": ["C", "O", "B", "O", "O", "C", "O", "O", "C", "F", "F", "F", "H", "H", "H", "H", "C", "C", "C", "O", "C", "C", "C", "O", "H", "H", "H", "H", "C", "C", "C", "O", "C", "C", "C", "O", "H", "H", "H", "H", "C", "C", "C", "O", "C", "C", "C", "O", "H", "H", "H", "H", "C", "C", "C", "O", "C", "C", "C", "O", "H", "H", "H", "H", "C", "C", "C", "O", "C", "C", "C", "O", "H", "H", "H", "H", "C", "C", "C", "O", "C", "C", "C", "O", "H", "H", "H", "H"], "positions_angstrom": [[4.747, 1.592, -1.454], [4.916, 2.663, -0.509], [4.725, 3.929, -0.908], [5.097, 4.947, -0.051], [4.111, 4.321, -2.137], [2.780, 4.447, -2.031], [2.203, 5.503, -2.108], [2.092, 3.236, -1.877], [1.564, 3.015, -0.643], [2.091, 1.910, -0.132], [1.740, 3.981, 0.227], [0.278, 2.734, -0.814], [5.694, 1.230, -1.827], [4.312, 0.765, -0.935], [4.095, 1.813, -2.289], [4.414, 5.096, 0.603], [-0.509, 3.002, 2.202], [-1.344, 3.971, 1.834], [-2.169, 4.701, 2.828], [-2.930, 5.581, 2.491], [-2.033, 4.306, 4.253], [-1.203, 3.335, 4.622], [-0.373, 2.614, 3.628], [0.389, 1.733, 3.967], [0.082, 2.465, 1.479], [-1.464, 4.270, 0.800], [-2.646, 4.848, 4.962], [-1.091, 3.028, 5.655], [5.433, -2.106, 3.459], [5.881, -1.775, 2.251], [5.226, -0.709, 1.455], [5.627, -0.405, 0.351], [4.055, -0.024, 2.058], [3.605, -0.354, 3.266], [4.260, -1.422, 4.062], [3.856, -1.726, 5.163], [5.895, -2.882, 4.056], [6.733, -2.262, 1.794], [3.593, 0.752, 1.461], [2.751, 0.134, 3.722], [0.861, -0.957, 0.928], [-0.393, -1.400, 0.907], [-0.886, -2.270, -0.181], [-2.038, -2.657, -0.179], [0.069, -2.634, -1.258], [1.325, -2.191, -1.237], [1.820, -1.320, -0.139], [2.965, -0.919, -0.125], [1.236, -0.316, 1.718], [-1.106, -1.141, 1.677], [-0.311, -3.267, -2.051], [2.041, -2.439, -2.010], [-5.612, -1.299, 2.502], [-4.380, -0.943, 2.147], [-3.558, -0.054, 3.002], [-2.433, 0.270, 2.669], [-4.154, 0.426, 4.271], [-5.385, 0.072, 4.630], [-6.211, -0.819, 3.773], [-7.330, -1.141, 4.104], [-6.227, -1.947, 1.888], [-3.922, -1.282, 1.225], [-3.535, 1.073, 4.880], [-5.840, 0.410, 5.551], [2.890, -0.241, -6.313], [1.850, -1.018, -6.604], [0.720, -1.181, -5.655], [-0.227, -1.890, -5.916], [0.796, -0.442, -4.371], [1.836, 0.334, -4.079], [2.965, 0.497, -5.027], [3.911, 1.206, -4.761], [3.724, -0.109, -6.990], [1.776, -1.564, -7.536], [-0.037, -0.572, -3.691], [1.909, 0.880, -3.145], [-6.898, -4.228, -2.473], [-6.293, -4.785, -3.519], [-4.812, -4.884, -3.590], [-4.263, -5.391, -4.543], [-4.035, -4.340, -2.450], [-4.640, -3.784, -1.405], [-6.117, -3.685, -1.334], [-6.666, -3.178, -0.378], [-7.975, -4.145, -2.401], [-6.842, -5.188, -4.359], [-2.958, -4.421, -2.518], [-4.090, -3.382, -0.567]], "atomic_forces_ev_per_a": [[-0.4, -0.6, -0.1], [0.0, 0.1, -1.2], [0.7, 0.2, 1.0], [-0.3, -0.2, -0.4], [-1.1, -0.8, 0.2], [0.0, 2.7, -0.8], [0.5, -2.0, 0.1], [0.7, 0.6, 0.3], [-0.4, -1.3, -1.0], [0.5, -0.5, 0.4], [0.0, 0.7, 0.2], [-0.7, 0.5, 0.2], [0.4, 0.3, 0.0], [-0.2, -0.3, 0.3], [0.1, 0.6, -0.1], [0.1, 0.3, 0.4], [-0.3, 0.2, 0.2], [0.1, 0.0, 0.0], [0.0, 0.0, 0.0], [0.0, 0.0, 0.0], [0.0, 0.0, 0.1], [0.0, 0.0, 0.0], [0.1, -0.2, -0.1], [0.1, 0.0, 0.0], [0.0, -0.2, 0.2], [0.0, 0.0, 0.0], [0.0, 0.0, 0.0], [0.0, 0.0, 0.0], [0.1, 0.0, -0.1], [0.0, -0.1, 0.1], [0.0, 0.1, -0.1], [0.4, -0.3, 0.4], [0.0, 0.2, 0.3], [0.1, 0.0, 0.0], [-0.1, 0.1, -0.1], [0.0, -0.1, 0.1], [0.0, 0.0, 0.0], [0.0, 0.0, 0.0], [0.2, 0.0, 0.1], [0.0, 0.0, 0.1], [0.0, 0.1, 0.1], [0.1, 0.0, 0.2], [0.0, 0.1, 0.1], [0.1, -0.1, -0.2], [0.0, 0.0, 0.0], [-0.1, -0.1, 0.0], [-0.1, 0.0, 0.0], [-0.3, -0.3, -0.5], [-0.1, 0.0, 0.0], [0.0, 0.0, 0.0], [0.0, 0.0, 0.0], [0.0, 0.0, 0.0], [0.0, 0.0, 0.0], [0.0, 0.0, 0.0], [-0.1, -0.1, -0.1], [0.0, 0.1, 0.1], [0.0, 0.0, 0.0], [0.1, 0.0, 0.0], [0.0, 0.0, 0.0], [0.0, 0.0, 0.0], [0.0, 0.0, 0.0], [0.0, 0.0, 0.0], [0.0, 0.0, 0.0], [0.0, 0.0, 0.0], [0.0, -0.1, 0.0], [0.1, 0.0, 0.0], [0.0, 0.0, 0.0], [0.0, 0.0, 0.0], [0.0, 0.1, 0.1], [-0.1, 0.0, 0.1], [0.0, 0.0, 0.0], [0.0, 0.0, 0.0], [0.0, 0.0, 0.0], [0.0, 0.0, 0.0], [0.0, 0.0, 0.0], [0.0, 0.0, 0.0], [0.0, 0.0, 0.0], [-0.1, 0.0, 0.0], [0.0, 0.0, 0.0], [0.0, 0.0, 0.0], [0.0, 0.0, 0.0], [-0.1, 0.0, 0.0], [0.0, 0.0, 0.0], [0.0, 0.0, 0.0], [0.0, 0.0, 0.0], [0.0, 0.0, 0.0], [0.0, 0.0, 0.0], [0.0, 0.0, 0.0]], "mulliken_charge": [0.015, -0.454, 0.681, -0.517, -0.349, 0.450, -0.502, -0.103, 0.558, 0.359, -0.198, -0.286, 0.520, -0.310, 0.117, 0.306, -0.048, -0.120, 0.103, -0.558, -0.526, -0.460, 0.174, -0.539, 0.425, 0.496, 0.445, 0.497, -0.524, -0.603, 0.596, -0.497, -0.061, -0.489, 0.132, -0.569, 0.414, 0.447, 0.513, 0.627, 0.300, -0.495, 0.320, -0.432, -0.576, -0.498, -0.046, -0.395, 0.198, 0.410, 0.477, 0.564, -0.253, -0.302, 0.328, -0.322, -0.403, -0.477, 0.236, -0.544, 0.582, 0.334, 0.429, 0.426, -0.454, -0.527, 0.157, -0.554, -0.388, 0.075, 0.274, -0.523, 0.449, 0.422, 0.597, 0.414, -0.412, -0.477, 0.239, -0.545, -0.256, -0.164, 0.343, -0.497, 0.436, 0.399, 0.466, 0.500]}

---

What is the formula in the first record? C39H28AsBrN3OSSeZr